The following is a DFT calculation (the ωB97M-V functional and the def2-TZVPD basis) of a cluster of 9 separate species, C43H60BNO21S in total at a distorted geometry.

Last column: Löwdin charge in e.
Geometry (Å):
S: -3.53185 2.86480 1.00694  0.726
H: -0.03235 0.39800 6.87752  0.121
H: 5.84966 -3.39665 -7.20710  0.130
O: -2.57189 3.53818 1.90733  -0.373
O: 1.68486 -4.88252 4.10046  0.003
C: 2.18288 1.78975 -4.47289  -0.157
H: -0.80412 -3.69926 5.10898  0.106
N: -4.36871 -1.07735 -0.40553  -0.061
O: 1.31144 -0.55748 9.13465  0.032
H: 0.33052 8.33012 -9.11173  0.126
H: 0.50223 1.23335 9.76102  0.128
O: 4.44214 0.59092 -2.93892  -0.009
C: 0.15401 6.83342 -7.55021  -0.160
C: 1.39534 -6.27198 4.31723  -0.158
H: 9.04679 -5.21964 -5.95288  0.128
C: 8.04378 -4.95322 -6.28166  -0.082
H: -4.15156 -2.31987 1.27858  0.110
H: 2.72056 -5.15172 7.10667  0.134
C: -3.89222 -2.64532 4.58613  -0.467
H: -5.59438 0.62751 0.07101  0.080
O: -5.98022 1.02741 3.02059  0.112
H: -8.21435 2.47967 4.04706  0.136
C: 2.79662 2.44885 -5.69359  -0.081
C: -5.73743 -0.48137 -0.14104  -0.058
H: -3.94275 -0.57659 1.69423  0.084
H: 1.54633 -7.45064 6.15342  0.120
O: 5.43408 0.91569 -4.94425  0.123
H: 3.27814 1.72247 -6.34435  0.121
H: 1.53090 6.50307 -5.89642  0.125
C: -2.98548 -3.58581 5.34907  -0.062
H: 1.85069 0.77927 -4.72986  0.130
O: 2.13268 -3.10468 5.43046  0.108
H: -9.75127 0.34195 2.52475  0.121
O: -5.08296 -2.56666 4.69561  0.127
H: 6.53381 -2.01975 -6.31589  0.120
C: 0.54944 1.10930 0.26758  0.076
C: 0.98696 -1.32023 0.94449  -0.051
H: -0.16845 6.67736 -5.40887  0.126
H: -2.32202 3.85617 -0.91398  0.124
O: -4.90102 3.38607 1.07820  -0.358
C: 1.89586 -5.29720 6.41140  -0.074
C: 7.99090 -3.54304 -6.83605  -0.163
H: -1.41295 -2.21513 5.84711  0.096
H: -1.61367 -3.02146 2.92531  0.131
H: 0.37437 5.84006 -7.94256  0.105
H: 3.49466 3.24300 -5.42043  0.137
C: -2.87859 2.88327 -0.74183  -0.156
C: -8.84509 1.87994 1.33104  -0.150
O: 0.21322 3.09523 -1.15472  0.095
C: 0.59035 7.01725 -6.11404  -0.162
C: -1.79594 -2.32676 3.75098  -0.174
B: -3.66624 -0.07653 -1.19730  -0.506
C: -1.81303 1.73009 -0.81953  -0.121
H: -8.88886 2.96841 1.23680  0.131
H: 5.12037 0.98543 -1.02979  0.130
H: -10.32714 1.95964 2.93812  0.118
H: -4.24744 0.01978 -3.03276  0.124
H: -3.70304 2.81299 -1.50279  0.115
H: -3.23152 -3.59972 6.40972  0.129
C: -0.28471 2.12207 -0.62608  -0.278
C: 6.59287 -3.09894 -6.46246  -0.161
C: -1.62007 -2.97615 5.09227  -0.147
C: 0.89463 7.94969 -8.26184  -0.079
H: -1.62427 -0.70730 9.22084  0.137
H: 1.57289 1.34237 8.34786  0.127
H: 5.73726 -1.76931 -2.18228  0.124
H: -9.32370 1.43082 0.46028  0.127
H: 0.30972 -6.40470 4.32253  0.125
O: 0.55450 3.13893 -5.48524  0.023
O: 6.29883 -3.77077 -5.22824  0.018
C: 2.02286 -6.60657 5.65428  -0.157
C: 1.59080 3.06201 -6.36197  -0.479
H: 0.17339 2.11687 -3.72026  0.115
C: -0.85806 -0.59190 -1.00585  -0.269
O: -4.41965 0.57974 -2.24396  0.063
H: 1.76853 -2.41874 2.86956  0.049
H: 0.93697 -5.21658 6.92850  0.135
H: 6.74959 -0.83640 -1.07643  0.121
O: 1.53966 3.46620 -7.49306  0.103
O: -3.15545 -1.91500 3.70286  -0.001
C: 0.98351 2.66903 -4.19737  -0.162
H: 7.16669 -0.82901 -3.79387  0.119
O: 0.79452 8.42984 -5.95926  0.025
H: -2.60178 -1.50954 0.82536  0.090
C: 7.09419 -4.87026 -5.11320  -0.485
C: 4.86901 0.12067 -1.65028  -0.147
H: -6.23031 -0.91869 0.76980  0.102
C: -0.38154 0.50233 7.90884  -0.157
O: 7.00807 -5.66510 -4.21977  0.121
C: 1.37990 -1.94251 1.92764  0.109
H: 7.38237 0.69336 -2.86925  0.136
H: 1.89605 7.64224 -8.57056  0.134
H: -3.51482 1.51246 1.37358  0.089
H: -8.32348 0.71645 4.35706  0.130
H: -3.07138 -4.58716 4.92156  0.133
C: 0.25257 -0.22992 0.09459  -0.106
H: 8.18926 -3.48407 -7.90660  0.119
C: -7.10174 1.28687 2.67731  -0.480
H: -1.12019 1.30405 7.93320  0.121
O: -0.72747 -1.49662 -1.79803  0.122
O: 1.29443 10.14813 -7.34001  0.113
H: -0.92430 6.99747 -7.63390  0.122
H: -1.14729 -1.45810 3.63132  0.127
C: -0.90886 -0.83061 8.40497  -0.078
C: 6.06901 -0.75963 -1.92478  -0.152
C: 1.94045 -4.28319 5.29818  -0.495
C: 0.34002 -1.48679 8.93967  -0.479
H: 8.72781 -2.91903 -6.32230  0.120
H: 2.86355 1.71357 -3.62557  0.095
C: -3.71398 -1.34199 0.88832  -0.101
H: 4.05767 -0.43137 -1.17486  0.126
H: 1.23538 3.53317 -3.57725  0.122
C: 6.68419 -0.10022 -3.14433  -0.072
C: -9.45121 1.38859 2.62860  -0.161
H: 7.66495 -5.68692 -6.99625  0.134
H: -1.34341 -1.41587 7.59872  0.093
H: 3.08017 -6.84970 5.51719  0.122
C: -2.12580 0.39004 -1.01163  0.055
H: 1.31720 1.47425 1.00104  0.138
C: -8.28316 1.48957 3.59154  -0.072
C: 5.48105 0.51293 -3.81445  -0.464
H: -6.41171 -0.55610 -1.04496  0.104
C: 0.79651 0.74600 8.82734  -0.159
O: 0.46681 -2.65237 9.19776  0.112
O: -7.46886 1.48141 1.38361  -0.006
H: 1.81927 -6.86467 3.50659  0.128
C: 1.01302 8.99284 -7.17807  -0.485

- Spin multiplicity: 1
- SMILES: C#CC1=CC(=O)C(C[SH](=O)=O)=C(B(O)N(C)C)C1=O.O=C1CCCO1.O=C1CCCO1.O=C1CCCO1.O=C1CCCO1.O=C1CCCO1.O=C1CCCO1.O=C1CCCO1.O=C1CCCO1
- Total energy: -3732.29300 Ha
- Net charge: 0
- Orbital gap: 8.320 eV